The following is a quantum chemistry calculation of a molecular structure, C3H5DyO3 in a non-equilibrium geometry, from the Open Molecules 2025 dataset.

Structure (XYZ):
```
12
Properties=species:S:1:pos:R:3:forces:R:3:lowdin_spin:R:1
Dy 2.375 0.013 -0.300 -2.93 -1.75 2.09 4.959
H -0.518 -1.978 -0.904 1.40 -0.10 0.18 0.000
O 1.208 -1.228 0.954 0.65 0.60 -3.51 0.053
O 0.856 2.350 -0.790 1.47 -0.69 -0.82 -0.009
H 0.800 3.136 -1.349 -0.08 0.75 0.31 0.000
C -0.477 -1.659 0.147 -0.41 0.83 0.88 -0.006
C -0.333 1.861 -0.515 -1.42 0.10 0.07 0.003
C -0.906 -0.298 0.438 2.02 -0.13 2.33 0.017
H 0.045 -0.394 1.615 -2.99 0.72 -2.18 0.000
H -1.018 -2.363 0.794 0.90 -0.04 0.04 0.000
O -0.083 0.567 -0.392 1.42 -0.18 -0.06 -0.018
H -1.949 -0.008 0.302 -0.02 -0.12 0.68 0.000
```
Positions in Å, forces in eV/Å.

Summary:
Expectation value of S² = 9.3753
Frontier orbital gap (spin up / spin down) = 7.25 / 5.93 eV
Charge = +2
2S+1 = 6
ΔE to the lowest compared entry with this formula, charge and spin = 120.6 kcal/mol

***

The following is a quantum chemistry calculation of a molecular structure, C3H5ErO4 in a non-equilibrium geometry, from the Open Molecules 2025 dataset.

Structure (XYZ):
```
13
Properties=species:S:1:pos:R:3:forces:R:3:lowdin_spin:R:1
Er -0.004 -1.075 -1.986 -2.47 -0.19 1.69 3.015
H -2.478 0.780 -0.882 -0.23 0.32 0.33 0.000
O 1.748 -0.236 -0.675 -1.78 -1.41 -1.41 -0.005
C 1.373 0.916 1.399 0.94 0.17 0.00 0.000
O -2.014 0.004 -1.218 1.66 0.83 -1.57 -0.003
O -1.951 -2.126 -1.486 3.24 -0.34 -2.06 -0.004
O -3.249 -1.294 0.162 0.48 0.35 -2.97 -0.003
C 2.193 0.356 0.311 0.74 2.08 0.15 0.000
H 1.221 0.060 2.096 -0.74 0.70 -0.16 0.000
H 1.961 1.688 1.920 -0.04 -0.51 0.03 0.000
H 0.546 1.484 0.942 -0.43 -0.87 0.50 0.000
C -2.596 -1.228 -0.859 -1.36 -0.38 5.40 0.000
H 3.251 0.670 0.275 -0.02 -0.75 0.06 0.000
```
Positions in Å, forces in eV/Å.

Summary:
Expectation value of S² = 3.7523
Frontier orbital gap (spin up / spin down) = 7.34 / 7.49 eV
Charge = +2
2S+1 = 4
ΔE to the lowest compared entry with this formula, charge and spin = 0.0 kcal/mol

***

The following is a quantum chemistry calculation of a molecular structure, C3H5EuO2 in a non-equilibrium geometry, from the Open Molecules 2025 dataset.

Structure (XYZ):
```
11
Properties=species:S:1:pos:R:3:forces:R:3:lowdin_spin:R:1
H -0.232 -0.850 1.127 -3.16 0.25 -1.45 0.000
H 2.237 -0.574 -1.196 -0.05 0.23 0.30 0.001
H -3.192 -1.025 0.739 0.21 0.03 0.14 0.000
C -2.345 -0.844 1.411 -0.20 -0.30 0.79 0.000
H -2.493 0.095 1.956 0.05 -0.23 -0.11 0.000
C 1.604 0.225 -0.791 -0.76 0.05 -0.18 -0.020
O -1.164 -0.794 0.608 3.18 -0.05 1.03 -0.011
H -2.262 -1.681 2.114 -0.20 0.26 -0.14 0.000
Eu -0.771 0.125 -1.530 0.86 0.18 -0.01 7.044
O 2.746 2.398 -0.458 -0.68 -0.73 0.40 -0.007
C 2.211 1.363 -0.562 0.74 0.31 -0.78 -0.007
```
Positions in Å, forces in eV/Å.

Summary:
Expectation value of S² = 15.7608
Frontier orbital gap (spin up / spin down) = 6.70 / 6.87 eV
Charge = +1
2S+1 = 8

***

The following is a quantum chemistry calculation of a molecular structure, C3H5F5N3P3 in a non-equilibrium geometry, from the Open Molecules 2025 dataset.

Structure (XYZ):
```
19
Properties=species:S:1:pos:R:3:forces:R:3:mulliken_charge:R:1
H 0.789 -2.271 -0.166 -0.99 1.81 1.55 0.237
C -0.239 -0.296 0.366 -0.88 0.12 -1.29 0.657
P -3.996 1.551 0.916 -1.60 2.62 0.67 0.789
P -2.086 -0.389 0.440 0.85 1.36 -0.99 0.852
F -5.044 1.397 2.112 1.02 -0.30 -1.30 -0.271
P -4.117 0.106 -1.392 1.20 0.43 1.50 0.777
C 0.292 0.780 -0.192 1.67 1.05 -0.18 -0.939
F -2.394 -1.679 1.237 0.05 -0.47 0.55 -0.304
H 1.355 -1.345 1.202 2.63 0.49 2.05 0.423
C 0.485 -1.537 0.728 -3.41 -3.06 -2.29 -1.196
N -2.667 -0.657 -1.047 -3.06 1.90 0.11 -0.399
N -4.705 1.368 -0.514 1.76 -2.27 0.17 -0.374
N -2.641 0.855 1.309 -0.47 -0.33 -0.71 -0.361
F -4.027 0.627 -2.838 -0.04 -0.36 -0.01 -0.233
F -5.307 -0.892 -1.506 0.75 0.06 -0.25 -0.243
H -0.213 1.642 -0.556 -1.24 0.37 0.07 0.280
H 1.375 1.039 -0.362 -0.85 -1.28 0.47 0.282
F -3.937 3.154 1.054 0.56 -1.95 -0.04 -0.279
H -0.333 -2.069 1.308 2.08 -0.17 -0.08 0.302
```
Positions in Å, forces in eV/Å.

Summary:
Frontier orbital gap = 10.96 eV
ΔE to the lowest compared entry with this formula, charge and spin = 0.0 kcal/mol

***

The following is a quantum chemistry calculation of 2 unconnected molecules or ions with the total composition C3H5FN2O7S2 in a non-equilibrium geometry, from the Open Molecules 2025 dataset.

Structure (XYZ):
```
20
Properties=species:S:1:pos:R:3:forces:R:3:mulliken_charge:R:1
O -3.054 -0.869 -2.963 0.49 -0.58 -0.10 -0.230
N -2.167 -0.654 -1.876 -0.24 0.49 0.66 -0.164
H -2.257 -1.406 -1.196 0.13 -0.36 -0.11 0.307
F -3.397 0.586 0.041 -0.71 -0.79 0.18 -0.175
H 3.768 0.309 2.561 0.00 0.01 -0.01 0.276
O 2.563 0.400 0.094 0.39 -0.22 0.07 -0.299
O -2.882 1.808 -1.956 -1.57 -0.43 -1.27 -0.514
N -5.380 -0.562 -2.323 0.28 -0.87 -0.07 -0.345
C 2.198 1.095 1.288 -0.52 0.09 0.28 -0.206
C -4.307 -0.877 -2.616 -0.97 1.42 0.22 0.478
O 1.235 -1.647 -0.117 -0.30 -0.44 -0.22 -0.502
H 2.655 2.079 1.307 0.13 -0.03 -0.21 0.332
C 2.692 0.202 2.408 0.36 0.21 0.05 -0.310
S -2.387 0.823 -1.092 1.94 2.59 -0.29 1.112
O -1.188 1.204 -0.456 0.77 -1.46 0.84 -0.484
H 1.110 1.196 1.308 0.01 0.03 0.01 0.178
S 2.486 -1.178 0.348 0.00 0.58 0.39 1.105
O 2.428 -1.130 1.947 -0.21 0.14 -0.10 -0.323
O 3.710 -1.760 -0.051 0.14 -0.19 -0.31 -0.547
H 2.173 0.381 3.344 -0.11 -0.19 0.00 0.310
```
Positions in Å, forces in eV/Å.

Summary:
Frontier orbital gap = 11.43 eV
Structure (SMILES) = N#CONS(=O)(=O)F.O=S1(=O)OCCO1
ΔE to the lowest compared entry with this formula, charge and spin = 0.0 kcal/mol

***

The following is a quantum chemistry calculation of C3H5FN2S in the gas phase in a non-equilibrium geometry, from the Open Molecules 2025 dataset.

Structure (XYZ):
```
12
Properties=species:S:1:pos:R:3:forces:R:3:mulliken_charge:R:1
C -0.598 -0.651 -0.171 -2.10 1.49 1.20 0.624
H -1.797 1.248 -0.331 0.19 -2.69 0.55 -0.036
C 0.633 -0.020 -0.003 -2.26 -0.12 -1.01 0.155
H -0.019 1.858 -0.383 2.23 -0.94 1.21 0.290
H 1.526 -1.726 0.654 0.66 2.50 -2.07 0.289
F -0.546 -2.013 -0.021 -0.52 0.53 -0.46 -0.276
N 1.724 -0.778 0.124 4.25 -4.37 -0.26 -0.493
H 1.261 1.768 0.979 -1.46 -1.72 -3.78 0.313
H 2.490 -0.911 -0.769 -3.13 0.81 3.52 0.288
N 0.863 1.335 -0.031 -0.92 3.21 1.78 -0.497
C -1.943 0.074 -0.126 0.63 1.98 -0.44 -0.434
S -3.594 -0.184 0.077 2.43 -0.67 -0.25 -0.224
```
Positions in Å, forces in eV/Å.

Summary:
Frontier orbital gap = 7.64 eV
Structure (SMILES) = NC(N)=C(F)C=S
ΔE to the lowest compared entry with this formula, charge and spin = 62.9 kcal/mol

***

The following is a quantum chemistry calculation of 2 unconnected molecules or ions with the total composition C3H5FO2S in a non-equilibrium geometry, from the Open Molecules 2025 dataset.

Structure (XYZ):
```
12
Properties=species:S:1:pos:R:3:forces:R:3:mulliken_charge:R:1
C -0.113 -0.940 0.376 -0.19 -3.17 4.53 -1.260
H -0.869 -1.321 -0.243 -1.22 -0.59 -0.94 0.415
H 0.967 -0.131 -1.180 -0.55 0.57 0.68 0.166
C -0.587 1.189 -0.778 1.72 4.70 -0.94 -0.518
H 0.576 -1.853 0.566 -0.38 1.86 -0.85 0.322
H -0.593 -0.914 1.461 0.81 0.92 -2.24 0.277
O -2.260 3.140 -0.189 -1.35 3.88 -2.05 -0.419
F 1.365 0.899 0.480 0.81 0.52 0.84 -0.284
C 0.423 0.261 -0.265 1.32 -1.07 -1.65 0.643
H 0.383 2.476 -1.487 -2.76 -3.09 1.65 0.249
S -1.557 2.058 0.283 0.62 -4.11 1.35 0.875
O -2.146 1.444 1.446 1.17 -0.44 -0.37 -0.465
```
Positions in Å, forces in eV/Å.

Summary:
Frontier orbital gap (spin up / spin down) = 9.32 / 9.32 eV
ΔE to the lowest compared entry with this formula, charge and spin = 131.9 kcal/mol

***

The following is a quantum chemistry calculation of C3H5FO6S in the gas phase, from the Open Molecules 2025 dataset.

Structure (XYZ):
```
16
Properties=species:S:1:pos:R:3:forces:R:3:mulliken_charge:R:1
C 0.922 -0.579 1.187 -0.18 -0.47 0.20 0.655
F 3.778 0.290 0.298 0.33 0.13 0.05 -0.152
O 1.834 1.580 -0.209 0.07 -0.02 0.00 -0.513
H -2.449 0.579 -1.116 -0.18 -0.17 -0.12 0.323
O 2.838 0.050 -1.888 0.08 0.03 0.33 -0.513
S 2.506 0.384 -0.557 -0.20 -0.10 -0.40 1.185
O -0.343 -0.830 0.973 -0.21 0.03 -0.44 -0.245
O -2.408 0.844 0.925 -0.10 0.06 -0.21 -0.517
C -0.908 -0.625 -0.336 -0.22 -0.02 -0.32 -0.154
O 1.407 -0.296 2.216 0.36 0.25 0.70 -0.445
H -0.289 0.038 -0.933 0.21 0.12 0.21 0.180
O 1.735 -0.846 0.052 -0.29 0.13 -0.51 -0.224
H -3.078 -0.766 -0.175 -0.02 -0.03 0.32 0.300
H -2.277 1.754 0.637 0.01 -0.15 0.15 0.312
H -0.965 -1.574 -0.870 0.04 -0.09 0.12 0.334
C -2.304 -0.003 -0.203 0.29 0.31 -0.08 -0.524
```
Positions in Å, forces in eV/Å.

Summary:
Frontier orbital gap = 11.63 eV
Structure (SMILES) = O=C(OCCO)OS(=O)(=O)F

***

The following is a quantum chemistry calculation of C3H5FOS in the gas phase in a non-equilibrium geometry, from the Open Molecules 2025 dataset.

Structure (XYZ):
```
11
Properties=species:S:1:pos:R:3:forces:R:3:mulliken_charge:R:1
C -0.964 0.025 -0.355 -2.62 -0.85 -2.08 0.233
C 0.450 0.420 -0.179 2.10 -1.73 1.28 0.209
S 1.672 -0.620 0.303 -1.65 1.46 -0.77 -0.223
C -1.869 0.310 0.833 0.70 0.40 1.69 -0.962
H -0.177 2.164 -0.614 0.48 -0.21 0.10 0.361
F -1.103 -1.363 -0.621 0.36 1.39 -0.03 -0.290
O 0.649 1.717 -0.337 -0.20 0.77 -0.22 -0.425
H -1.372 0.607 -1.310 0.73 -1.26 1.63 0.190
H -1.708 1.370 1.156 -0.37 -0.73 -0.21 0.286
H -1.531 -0.326 1.701 -0.20 0.58 -0.91 0.296
H -2.947 0.107 0.707 0.68 0.18 -0.48 0.326
```
Positions in Å, forces in eV/Å.

Summary:
Frontier orbital gap = 8.92 eV
Structure (SMILES) = C[C@H](F)C(O)=S
ΔE to the lowest compared entry with this formula, charge and spin = 10.9 kcal/mol

***

The following is a quantum chemistry calculation of 2 unconnected molecules or ions with the total composition C3H5I in a non-equilibrium geometry, from the Open Molecules 2025 dataset.

Structure (XYZ):
```
9
Properties=species:S:1:pos:R:3:forces:R:3:mulliken_charge:R:1
H 2.338 0.102 2.009 0.42 -0.19 0.36 0.323
I 3.142 -0.314 -1.253 -0.22 0.08 0.16 0.093
H -0.630 0.940 -1.667 1.27 3.27 -1.82 0.371
H 0.508 0.363 1.681 0.27 -0.25 0.50 0.143
H -1.170 -0.761 -1.934 0.22 1.41 2.03 0.263
C -0.979 0.126 -1.214 -0.57 -3.89 0.65 -0.908
C 1.575 0.057 0.042 0.24 -0.55 -1.55 -0.216
H -1.154 0.243 -0.144 -0.39 -0.69 -0.51 0.317
C 1.511 0.102 1.333 -1.23 0.81 0.17 -0.387
```
Positions in Å, forces in eV/Å.

Summary:
Frontier orbital gap (spin up / spin down) = 8.82 / 8.04 eV
ΔE to the lowest compared entry with this formula, charge and spin = 108.7 kcal/mol